No. 1
The following is a quantum chemistry calculation of a cluster of 3 separate species, C23H51N6O5 in total at a distorted geometry, from the Open Molecules 2025 dataset.

Each line ends with the Mulliken charge.
Atoms and positions in Å:
C  2.6488  1.8971  1.3977  -1.36
C  1.6951  0.9659  0.5854  0.48
O  2.3265  0.3421  -0.5239  -0.41
C  1.7773  -0.9393  -0.8294  0.01
C  0.8579  -0.9684  -2.0830  -0.79
O  -0.5339  -0.6930  -1.7861  -0.37
C  -0.7880  0.6654  -2.1842  -1.43
C  -2.0404  1.2479  -1.5029  1.62
C  -2.5910  2.6462  -2.0332  -0.69
C  -1.9639  3.1130  -3.3934  -1.24
C  -0.6614  3.9898  -3.2184  -0.19
C  -0.2895  4.5190  -4.6589  -0.78
C  0.1357  6.0149  -4.6813  -0.42
N  0.5304  6.3830  -6.0778  -0.61
C  -3.3003  0.2940  -1.6688  -1.11
N  -4.2410  0.6804  -0.5631  -0.22
C  -3.4594  1.5723  0.2666  -0.25
N  -4.0248  2.3934  1.1330  -0.14
N  -2.0501  1.4455  -0.0430  0.12
C  -1.6988  0.2905  0.8249  0.09
C  -1.6208  0.7880  2.3287  -0.54
O  -2.4173  -0.0672  3.1362  -0.40
C  -1.8799  -0.2316  4.4532  -0.49
C  -1.4014  -1.7029  4.7044  -0.91
H  2.7701  2.8419  0.8340  0.32
H  2.1175  2.1229  2.3527  0.33
H  3.6071  1.4186  1.6672  0.35
H  0.8512  1.5915  0.1855  -0.06
H  1.2262  0.2554  1.3054  0.16
H  1.2302  -1.4228  0.0086  0.12
H  2.6401  -1.6058  -1.0658  0.33
H  0.8656  -2.0165  -2.4611  0.45
H  1.2487  -0.3386  -2.9089  0.29
H  0.1092  1.2757  -1.9461  0.35
H  -0.8707  0.6544  -3.2965  0.46
H  -3.6950  2.6133  -2.1910  0.47
H  -2.3428  3.4363  -1.2856  0.30
H  -1.8251  2.3000  -4.1362  0.32
H  -2.7046  3.8075  -3.8573  0.57
H  -0.9429  4.8821  -2.6146  0.30
H  0.1627  3.4306  -2.7362  0.21
H  0.4572  3.8813  -5.1736  0.34
H  -1.2223  4.4556  -5.2699  0.33
H  1.0110  6.2487  -4.0400  0.30
H  -0.7156  6.6929  -4.4401  0.24
H  1.3973  6.9088  -6.0698  0.24
H  0.6980  5.5508  -6.6333  0.23
H  -3.1009  -0.7898  -1.5038  0.35
H  -3.8030  0.4354  -2.6497  0.41
H  -4.3908  -0.1693  -0.0140  0.43
H  -4.5770  2.1053  1.9317  0.28
H  -3.9326  3.3935  0.9834  0.26
H  -0.7117  -0.1493  0.5992  -0.31
H  -2.4370  -0.5411  0.8225  0.37
H  -0.5589  0.6911  2.6618  0.39
H  -1.8719  1.8663  2.4311  0.26
H  -1.1130  0.5228  4.7192  0.37
H  -2.7322  -0.0764  5.1569  0.37
H  -2.1522  -2.4072  4.2811  0.17
H  -0.3789  -1.8942  4.3212  0.31
H  -1.3886  -1.9226  5.7969  0.43
C  5.1822  -1.6252  -1.3843  0.52
O  4.4936  -2.5255  -1.8301  -0.68
N  6.5067  -1.4824  -1.6067  0.08
C  7.2659  -0.3835  -1.0434  -0.86
C  7.1882  -2.4615  -2.4358  -0.95
H  4.7628  -0.8315  -0.7443  -0.04
H  7.7104  0.2009  -1.8519  0.34
H  8.0588  -0.7809  -0.4062  0.34
H  6.6231  0.2642  -0.4486  0.28
H  6.7341  -2.4762  -3.4281  0.30
H  7.0805  -3.4520  -1.9909  0.30
H  8.2439  -2.2130  -2.5215  0.39
C  -0.9285  -5.8468  5.1785  0.14
O  -0.0749  -6.3093  5.9020  -0.59
N  -2.1813  -6.3436  5.0335  0.10
C  -3.1511  -5.7361  4.1463  -0.86
C  -2.5592  -7.5224  5.7932  -0.94
H  -0.7422  -4.9528  4.5597  0.24
H  -4.0248  -5.4238  4.7236  0.32
H  -3.4579  -6.4640  3.3917  0.35
H  -2.7247  -4.8661  3.6477  0.22
H  -2.4574  -7.3152  6.8598  0.30
H  -1.8942  -8.3486  5.5361  0.30
H  -3.5879  -7.7997  5.5719  0.38

Results
**Net charge**: +1
**E_LUMO**: -4.859 eV
**HOMO level**: -10.8 eV
**Multiplicity**: 1
**Frontier orbital gap**: 6.0 eV


No. 2
The following is a quantum chemistry calculation of a structure of composition C35H42BrMnN7OSi, from the Open Molecules 2025 dataset.

Each line ends with the Mulliken charge.
Atoms and positions in Å:
Mn  -0.6255  -0.1273  0.2687  0.34
C  -0.1995  4.8002  -4.5396  -1.47
C  -0.2727  3.4435  -3.8928  0.55
C  0.2972  2.3216  -4.4784  -1.15
C  0.2847  1.0756  -3.8605  -0.99
C  -0.3172  0.9009  -2.6098  0.08
N  -0.3419  -0.2423  -1.8619  1.75
C  0.0722  -1.4494  -2.3853  -1.02
C  -0.5612  -2.0856  -3.4631  0.07
C  -0.2205  -3.3640  -3.8610  -0.87
C  0.7664  -4.0938  -3.1972  0.52
C  1.0769  -5.5136  -3.5862  -1.57
C  1.4281  -3.4707  -2.1515  -0.49
C  1.1150  -2.1678  -1.7816  -0.11
N  1.9523  -1.5477  -0.8008  0.20
C  3.2880  -1.7017  -0.6987  -0.23
C  3.7249  -0.9294  0.3514  -1.79
C  2.5628  -0.3191  0.8378  -0.86
N  1.5035  -0.6900  0.1382  0.84
C  -0.9277  2.0416  -2.0329  -0.41
C  -0.8894  3.2744  -2.6511  -0.23
N  -1.5411  1.7955  -0.7814  1.35
C  -2.6408  2.3756  -0.4787  -0.21
C  -3.4161  2.0301  0.6992  -1.21
C  -2.9765  1.2181  1.6869  -0.61
N  -1.6755  0.8384  1.9514  -0.22
H  0.1868  4.7228  -5.5564  0.36
H  0.4573  5.4774  -3.9875  0.28
H  -1.1812  5.2758  -4.5939  0.33
H  0.7854  2.4211  -5.4423  0.32
H  0.7597  0.2296  -4.3428  0.45
H  -1.3446  -1.5400  -3.9768  0.52
H  -0.7438  -3.8176  -4.6960  0.39
H  1.0856  -5.6332  -4.6704  0.38
H  0.3334  -6.2088  -3.1891  0.28
H  2.0513  -5.8246  -3.2087  0.36
H  2.2024  -4.0020  -1.6095  0.48
H  3.8192  -2.3254  -1.3961  0.58
H  4.7348  -0.8122  0.7020  0.49
H  2.4305  0.3693  1.6547  0.88
H  -1.3233  4.1315  -2.1455  0.39
H  -3.0939  3.0754  -1.1872  0.37
H  -4.4628  2.3067  0.6892  0.35
H  -3.7119  0.7581  2.3455  0.43
C  1.8274  0.8901  5.3644  -1.38
C  1.7300  -0.3532  4.5284  0.51
C  2.7478  -1.2961  4.4616  -0.36
C  2.6082  -2.4198  3.6630  -0.83
C  1.4383  -2.5267  2.9322  0.16
Br  1.2002  -4.0243  1.7756  -0.15
N  0.4603  -1.6527  2.9583  -0.12
C  0.5938  -0.5992  3.7639  -0.44
H  2.8573  1.0821  5.6649  0.39
H  1.2251  0.8056  6.2709  0.38
H  1.4637  1.7554  4.8074  0.18
H  3.6586  -1.1519  5.0318  0.38
H  3.3811  -3.1703  3.5892  0.44
H  -0.2388  0.0929  3.7647  0.72
C  -2.9267  -3.7549  1.8367  -0.80
N  -3.5586  -3.1662  0.6642  0.20
C  -4.8650  -3.6815  0.3013  -1.09
C  -2.9070  -2.2446  -0.0576  0.57
C  -3.5560  -1.6438  -1.2764  -1.19
O  -1.7659  -1.8889  0.2651  -0.16
H  -2.9531  -4.8430  1.7558  0.38
H  -3.4631  -3.4562  2.7395  0.33
H  -1.8973  -3.4177  1.9030  0.01
H  -5.4299  -3.8823  1.2113  0.35
H  -4.7827  -4.6130  -0.2647  0.30
H  -5.4214  -2.9591  -0.2875  0.39
H  -3.8180  -2.4146  -2.0025  0.42
H  -2.8361  -0.9583  -1.7207  -0.25
H  -4.4632  -1.0977  -1.0141  0.45
C  1.3440  4.9049  3.1720  -1.25
Si  1.5289  3.7576  1.6924  0.08
C  1.2224  4.6943  0.1119  -1.02
C  3.2728  3.0834  1.6740  -0.97
C  0.3051  2.4156  1.8286  0.03
C  -0.7213  1.7494  1.8765  0.55
H  1.1173  5.9239  2.8506  0.39
H  2.2582  4.9432  3.7686  0.35
H  0.5317  4.5728  3.8194  0.36
H  1.9314  5.5203  0.0084  0.42
H  0.2115  5.1086  0.1052  0.27
H  1.3185  4.0403  -0.7571  0.18
H  3.9903  3.9079  1.6655  0.43
H  3.4527  2.4773  0.7852  0.20
H  3.4757  2.4737  2.5590  0.32

Results
**Net charge**: 0
**E_LUMO (spin up / spin down)**: 0.469 / 0.463 eV
**<S²>**: 8.76
**HOMO level (spin up / spin down)**: -6.1 / -6.2 eV
**Multiplicity**: 6
**Frontier orbital gap (spin up / spin down)**: 6.6 / 6.6 eV


No. 3
The following is a quantum chemistry calculation of a cluster of 2 separate species, C4H12 in total at a distorted geometry, from the Open Molecules 2025 dataset.

Each line ends with the Mulliken charge.
Atoms and positions in Å:
C  0.9531  0.6614  0.9778  -0.76
C  1.1613  1.1591  2.4258  -0.93
H  1.6433  1.1523  0.2912  0.32
H  0.8720  -0.4146  0.9460  0.30
H  0.0110  1.0933  0.6351  0.21
H  1.6154  2.1529  2.4383  0.28
H  1.7641  0.4934  3.0328  0.29
H  0.1793  1.4003  2.8366  0.26
C  -1.1234  -0.6719  -2.4250  -0.95
C  -0.9711  -1.1678  -0.9783  -0.27
H  -0.2039  -0.2021  -2.7697  0.29
H  -1.3446  -1.5226  -3.0709  0.30
H  -1.9592  0.0203  -2.5291  0.28
H  -0.2058  -1.9467  -1.0063  0.27
H  -0.6779  -0.3706  -0.3128  -0.22
H  -1.8911  -1.6350  -0.6301  0.33

Results
**Net charge**: 0
**E_LUMO**: 1.144 eV
**HOMO level**: -11.4 eV
**Multiplicity**: 1
**Frontier orbital gap**: 12.5 eV


No. 4
The following is a quantum chemistry calculation of a cluster of 2 separate species, C15H31BrF3NO5PS in total at a distorted geometry, from the Open Molecules 2025 dataset.

Each line ends with the Mulliken charge.
Atoms and positions in Å:
C  3.5743  -3.9427  2.3063  -0.62
O  4.5314  -3.2474  1.4478  -0.40
C  4.2617  -1.8280  1.5090  -0.83
C  2.9403  -1.4706  0.6346  1.07
C  3.4109  -1.5011  -0.9007  -0.99
C  2.1697  -1.1829  -1.8909  -0.37
C  1.4889  0.2510  -1.5667  -0.37
C  -0.0943  -0.0628  -1.3889  0.37
C  -0.9770  1.2489  -1.1083  -1.21
P  -0.2258  2.4682  0.1349  0.32
Br  -0.2550  4.1160  -1.4792  -0.36
C  -0.1298  1.1945  1.5501  0.13
C  -1.5108  0.4651  1.9178  -0.84
C  -1.2666  -1.1357  1.9327  0.34
C  -2.3616  -1.9386  1.0744  -0.62
N  -2.4162  -3.3641  1.5225  -0.34
C  -1.2540  -4.1469  1.0828  0.39
C  -0.5191  -4.0327  -0.3223  -0.39
O  -0.8259  -5.0171  1.8820  -0.57
H  4.1600  -4.5817  3.0525  0.25
H  2.8938  -4.6114  1.6910  0.22
H  2.9375  -3.2242  2.9200  0.30
H  4.1720  -1.4233  2.5753  0.37
H  5.1058  -1.2217  1.0161  0.40
H  2.6306  -0.4284  0.9735  0.03
H  2.1181  -2.2460  0.7412  -0.61
H  4.3093  -0.8392  -1.1140  0.31
H  3.7039  -2.5897  -1.1328  0.33
H  1.3882  -1.9992  -1.6696  -0.07
H  2.4443  -1.3115  -2.9883  0.41
H  1.5557  0.8701  -2.5264  0.36
H  1.9338  0.7687  -0.6626  0.10
H  -0.2797  -0.9225  -0.6702  -0.65
H  -0.4235  -0.4446  -2.4255  0.51
H  -1.0333  1.8073  -2.1092  0.67
H  -2.0699  0.9752  -0.8731  0.30
H  -1.0311  3.3533  0.9508  0.13
H  1.2075  2.6430  0.2619  0.00
H  0.7246  0.4794  1.3250  -0.81
H  0.1877  1.7824  2.4895  0.58
H  -1.7832  0.7310  3.0037  0.35
H  -2.4004  0.7822  1.2885  0.38
H  -1.2327  -1.4856  3.0234  0.58
H  -0.2476  -1.4270  1.4828  -0.57
H  -2.2168  -1.8576  -0.0508  0.20
H  -3.3727  -1.4686  1.3395  0.42
H  -3.2785  -3.7631  1.1263  0.31
H  -0.5392  -5.0519  -0.8513  0.44
H  0.5780  -3.7548  -0.1327  -0.10
H  -1.0022  -3.2799  -1.0239  0.16
C  -4.7283  7.5264  -2.4121  0.52
F  -5.5992  7.0043  -1.5141  -0.23
F  -5.3613  7.4887  -3.6099  -0.23
F  -4.6090  8.8385  -2.0954  -0.23
S  -3.0940  6.6373  -2.4314  1.14
O  -3.4188  5.2597  -2.7862  -0.65
O  -2.5703  6.7830  -1.0777  -0.64
O  -2.3003  7.3281  -3.4414  -0.68

Results
**Net charge**: -1
**E_LUMO**: 1.986 eV
**HOMO level**: -5.5 eV
**Multiplicity**: 1
**Frontier orbital gap**: 7.4 eV


No. 5
The following is a quantum chemistry calculation of a structure of composition C28H44MnN4O5PSSb2 at a distorted geometry, from the Open Molecules 2025 dataset.

Each line ends with the Mulliken charge.
Atoms and positions in Å:
Mn  -0.3428  -0.3051  0.6889  1.66
C  -1.7832  0.8984  4.1599  -1.27
Sb  -1.2145  1.9015  2.3563  0.33
C  0.0895  3.5384  2.7567  -1.14
C  -3.0314  2.9702  1.9754  -1.52
C  -2.9980  3.6912  0.6286  0.35
C  -2.4675  4.9284  0.5014  -0.14
C  -2.6203  5.6713  -0.6158  -0.54
C  -3.2554  5.1660  -1.7286  -1.00
C  -3.8801  3.8898  -1.6047  -0.87
C  -3.6705  3.0736  -0.4561  1.32
C  -4.4927  1.7939  -0.3111  -1.67
Sb  -3.1951  0.1277  -0.8463  0.37
C  -4.7500  -1.2880  -0.9090  -1.29
C  -3.3434  0.6546  -2.9603  -1.19
H  -1.5323  1.4753  5.0586  0.41
H  -1.2833  -0.0227  4.2582  0.39
H  -2.8878  0.6556  4.1423  0.37
H  -0.6138  4.3689  3.0849  0.40
H  0.5935  3.8426  1.8080  0.25
H  0.8449  3.3285  3.5263  0.44
H  -3.1480  3.6121  2.8839  0.66
H  -3.7230  2.1603  2.0221  0.27
H  -2.0397  5.4063  1.4106  0.22
H  -2.1221  6.6242  -0.7473  0.39
H  -3.2703  5.8308  -2.5866  0.40
H  -4.3405  3.4813  -2.4721  0.57
H  -5.2395  1.7625  -1.0653  0.65
H  -4.9667  1.7130  0.6957  0.66
H  -5.5946  -1.0865  -0.2371  0.39
H  -4.3807  -2.2529  -0.5821  0.28
H  -5.1345  -1.2644  -1.9280  0.39
H  -4.3748  0.4851  -3.2624  0.54
H  -2.6663  0.0955  -3.6052  0.26
H  -3.1144  1.7322  -2.9844  0.23
N  7.1196  -3.3687  1.1280  -0.50
C  6.0238  -2.7340  1.7355  1.15
C  5.1800  -3.3059  2.7250  -0.85
C  4.0658  -2.6128  3.1061  -0.34
C  3.6788  -1.4384  2.4355  -0.31
C  4.5050  -0.8579  1.5308  -0.15
C  5.7248  -1.4605  1.2284  -0.82
S  2.1162  -0.8101  2.9089  1.06
O  2.1074  0.6211  2.6633  -0.76
O  1.7334  -1.3181  4.1949  -0.73
N  0.9726  -1.3645  1.8509  -0.07
C  0.5464  -2.6053  1.6965  0.75
N  -0.7288  -2.6642  1.1798  -0.46
C  -1.1684  -3.8521  0.8186  0.02
C  -0.4545  -5.0612  0.9905  -1.04
C  0.8337  -4.8329  1.4443  -0.20
N  1.2965  -3.6790  1.8046  -0.47
H  7.4613  -4.1959  1.5171  0.21
H  7.7271  -2.7130  0.6737  0.20
H  5.4521  -4.2737  3.1306  0.34
H  3.4256  -3.1482  3.8803  0.29
H  4.2966  0.1128  1.1221  0.51
H  6.3858  -1.0082  0.4870  0.17
H  -2.1778  -3.9500  0.4164  0.35
H  -0.7996  -5.9800  0.5859  0.43
H  1.5707  -5.6109  1.5893  0.48
C  -1.5741  -2.5190  -3.9516  -1.16
C  -0.5546  -2.3233  -2.7961  0.11
O  -0.3227  -0.8633  -2.8887  -0.57
P  0.5413  -0.1904  -1.6710  0.95
O  1.8998  -0.9405  -1.5889  0.10
C  2.7949  -1.0234  -2.7668  -0.23
C  4.0742  -1.5441  -2.2483  -1.19
O  0.7877  1.2569  -2.3196  -0.51
C  1.1015  2.3373  -1.4401  -0.25
C  -0.0939  3.3262  -1.4049  -0.66
H  -2.0440  -3.5408  -3.9114  0.38
H  -1.1568  -2.3720  -4.9594  0.36
H  -2.3619  -1.7147  -3.8255  0.05
H  0.4575  -2.6527  -2.8665  0.50
H  -1.0955  -2.5956  -1.8432  -0.13
H  2.8719  -0.0145  -3.2104  0.31
H  2.4042  -1.6893  -3.4722  0.30
H  4.6327  -0.7689  -1.6602  0.18
H  4.6446  -1.9766  -3.0330  0.52
H  3.8932  -2.3854  -1.5652  0.27
H  2.0342  2.8656  -1.7387  0.34
H  1.1738  1.9795  -0.4455  0.09
H  -0.3013  3.4942  -2.4990  0.37
H  0.2587  4.2882  -0.9255  0.41
H  -1.0103  3.0187  -0.8676  -0.32

Results
**Net charge**: +1
**E_LUMO (spin up / spin down)**: -1.942 / -2.643 eV
**<S²>**: 8.76
**HOMO level (spin up / spin down)**: -10.2 / -10.2 eV
**Multiplicity**: 6
**Frontier orbital gap (spin up / spin down)**: 8.3 / 7.6 eV


Number 1: molar mass 491.70 g mol⁻¹. Number 2: molar mass 739.70 g mol⁻¹. Number 3: molar mass 60.14 g mol⁻¹. Number 4: molar mass 505.35 g mol⁻¹. Number 5: molar mass 878.18 g mol⁻¹.